ORCA calculation (wB97M-V/def2-TZVPD) on a structure of composition C41H40F5N10NaO3.

```
100
Properties=species:S:1:pos:R:3:forces:R:3
Na -1.446305 1.827844 1.427480 -0.49 0.35 -0.08
C -1.781948 2.459441 -2.285688 0.00 0.01 0.00
N -1.069076 1.400546 -2.974722 0.06 -0.01 0.07
C -0.120371 1.934618 -3.923923 0.01 -0.02 0.01
C -1.931390 0.415370 -3.605625 0.04 -0.02 -0.02
C -3.011036 -0.163602 -2.682383 0.08 0.02 0.05
N -2.575976 -0.448630 -1.334746 -0.08 -0.04 0.05
C -1.769277 -1.441083 -1.045743 0.01 0.03 -0.02
C -1.266736 -1.529557 0.302038 -0.07 0.01 -0.03
F -1.691189 -0.591528 1.188527 0.04 -0.10 -0.09
C -0.391013 -2.481606 0.735601 -0.01 -0.03 -0.04
F 0.039290 -2.447172 2.011895 0.01 0.01 0.06
C 0.081737 -3.497224 -0.095978 0.04 0.02 0.01
C -0.400878 -3.460517 -1.390056 0.03 -0.04 -0.06
F 0.019268 -4.425580 -2.267627 0.03 0.01 0.00
C -1.267651 -2.508117 -1.862963 0.01 0.04 0.05
F -1.646245 -2.607386 -3.166918 -0.03 0.00 -0.03
H -2.424987 3.045243 -2.967164 0.01 0.00 0.00
H -1.063933 3.137054 -1.819135 -0.01 -0.03 -0.03
H -2.397743 2.036685 -1.493381 -0.01 -0.01 -0.02
H 0.583842 2.593743 -3.412018 0.00 0.00 0.00
H -0.602888 2.510992 -4.733935 -0.01 0.00 0.00
H 0.442644 1.119011 -4.385605 0.00 -0.01 0.01
H -1.287905 -0.391733 -3.967959 -0.01 0.03 0.00
H -2.442968 0.840490 -4.492469 -0.01 0.02 0.00
H -3.452267 -1.016932 -3.210080 -0.01 -0.06 -0.01
H -3.812103 0.581360 -2.600253 0.01 -0.01 0.01
H 0.711395 -4.290412 0.275790 -0.01 0.00 0.00
N -5.734482 0.297666 1.084820 0.06 0.00 -0.03
C -4.535098 0.796525 0.701963 0.02 0.13 -0.02
N -3.989083 1.859897 1.194668 -0.03 -0.42 0.20
C -4.613941 2.495238 2.267848 -0.04 0.04 -0.11
N -4.047435 3.425861 2.957442 0.17 -0.10 -0.06
N -2.735997 3.633458 2.548648 -0.21 0.14 0.04
C -2.158595 4.606994 3.116964 0.14 0.00 -0.04
C -0.762758 4.921445 2.755948 0.00 0.01 -0.02
C 0.007976 5.722893 3.587278 0.00 0.00 0.01
C 1.328180 5.965225 3.245308 -0.02 0.01 0.00
C 1.823904 5.407914 2.081995 0.01 0.00 -0.02
C 0.971669 4.632294 1.305561 -0.05 -0.02 0.02
N -0.292953 4.394539 1.620914 0.03 -0.02 0.01
C -5.976572 2.080026 2.639758 0.00 0.07 0.02
C -6.736248 2.753867 3.597567 0.00 0.00 -0.01
C -7.995531 2.304079 3.936353 0.00 0.00 0.01
C -8.516436 1.164899 3.321743 -0.03 0.00 0.01
C -7.782879 0.485296 2.372645 0.02 -0.01 -0.01
C -6.511492 0.947087 2.033346 -0.06 -0.01 0.00
H -6.067816 -0.546373 0.652232 -0.01 -0.01 -0.01
H -3.986780 0.239616 -0.070650 0.00 0.06 0.02
H -2.660527 5.203552 3.879626 -0.01 0.00 0.01
H -0.420453 6.123788 4.496962 0.01 0.00 0.00
H 1.960064 6.568277 3.884311 0.00 -0.01 0.00
H 2.852103 5.553365 1.779305 -0.01 0.00 0.01
H 1.322337 4.166611 0.389820 0.01 0.01 0.01
H -6.303686 3.628589 4.063366 0.00 -0.01 0.00
H -8.578658 2.830648 4.680047 0.00 0.00 -0.01
H -9.503945 0.810122 3.588029 0.01 0.00 0.00
H -8.181198 -0.399004 1.889476 0.00 0.00 0.00
F 1.349217 -1.603858 -3.397787 -0.02 -0.01 -0.01
C 1.915529 -1.354093 -2.190202 -0.04 -0.01 -0.06
C 1.425353 -0.328750 -1.436248 -0.06 0.06 0.05
C 1.966268 -0.083902 -0.176426 -0.05 0.03 0.03
C 1.295805 0.917347 0.677970 -0.09 -0.02 -0.11
O 0.357163 1.568603 0.215984 0.36 -0.05 -0.11
C 1.808532 1.022303 2.022751 0.01 -0.01 0.02
C 2.903981 0.310345 2.357054 0.01 0.02 0.04
N 3.553577 -0.585181 1.543077 0.04 0.00 -0.04
C 4.637058 -1.365242 2.068352 -0.01 -0.01 0.01
C 5.721359 -0.656727 2.815027 -0.01 0.00 -0.01
C 5.998123 -1.215795 1.449045 -0.01 0.01 0.01
C 3.036668 -0.854440 0.289804 0.00 0.02 0.02
C 3.528804 -1.891947 -0.510222 0.00 -0.01 0.00
C 2.942346 -2.180413 -1.730141 0.01 -0.05 0.00
N 3.379400 -3.359936 -2.411061 0.01 0.00 0.01
C 3.065067 -3.544532 -3.823647 0.03 0.00 0.03
C 3.838679 -4.788426 -4.301196 0.01 -0.01 0.04
N 4.958697 -5.022220 -3.328345 -0.05 0.00 0.02
C 4.411208 -5.495301 -2.005094 0.01 0.01 -0.05
C 3.188867 -4.620380 -1.697347 -0.02 0.02 -0.02
C 1.098968 1.825683 3.126397 -0.01 -0.16 -0.04
O 1.822055 2.475811 3.891529 -0.03 -0.03 0.00
O -0.143804 1.653961 3.132581 0.27 0.15 0.31
H 0.567021 0.260301 -1.765480 0.02 -0.01 -0.06
H 3.326167 0.425013 3.347035 -0.01 0.00 0.00
H 4.354950 -2.352502 2.421510 -0.01 -0.01 0.00
H 6.139491 -1.157175 3.676173 0.00 0.01 0.00
H 5.637676 0.417272 2.903064 0.00 -0.01 0.01
H 6.618651 -2.098342 1.366259 0.00 0.01 -0.01
H 6.079817 -0.508889 0.634454 0.01 -0.01 0.00
H 4.344912 -2.511135 -0.161668 -0.01 0.01 0.00
H 3.381779 -2.661371 -4.375327 -0.01 0.00 -0.01
H 2.002429 -3.706833 -4.014508 -0.02 0.00 0.01
H 4.259281 -4.664240 -5.295661 0.01 0.01 -0.01
H 3.227040 -5.688133 -4.284582 -0.01 -0.01 -0.01
H 5.388249 -4.111434 -3.147772 0.01 0.03 0.00
H 5.658363 -5.663108 -3.693401 0.01 -0.02 -0.01
H 5.209723 -5.373452 -1.275628 0.00 0.00 0.01
H 4.167184 -6.550777 -2.108610 0.00 -0.01 0.01
H 3.118169 -4.438765 -0.629497 0.01 0.00 0.01
H 2.262215 -5.115051 -2.004466 -0.03 0.00 0.00
```
Positions in Å, forces in eV/Å.

Summary:
Gap between HOMO and LUMO   4.36 eV
HOMO level   -5.7 eV
Total energy   -82211.4366 eV
Charge   0
M   838.82 g/mol
Largest force on an atom   0.0119 Eh/bohr
Energy above the lowest of the compared OMol25 structures with the same formula, charge and spin   72.70 kJ/mol